{"formula": "CH2N2O3S", "method": "ωB97M-V/def2-TZVPD", "species": ["C", "N", "N", "O", "O", "O", "S", "H", "H"], "positions_angstrom": [[0.91659, 1.85278, 0.12288], [0.88755, -0.92119, -0.58295], [1.99049, 1.43458, 0.27712], [-1.85269, -0.54445, 0.06318], [-0.23927, 2.35687, 0.00692], [-0.77900, -2.68809, 0.66521], [-0.45409, -1.81023, -0.58116], [1.13320, -0.07353, 0.05447], [-1.60278, 0.39326, -0.02567]], "forces_ev_per_a": [[-3.940, 2.736, -0.082], [-2.560, -1.324, -0.126], [1.859, -0.073, 0.385], [0.373, -0.459, -0.810], [2.314, -1.135, 0.065], [1.073, 0.914, -2.508], [0.983, 2.153, 4.152], [-0.545, -2.413, -0.801], [0.443, -0.399, -0.274]], "total_charge": -2, "max_force_ev_per_a": 4.797, "e_lumo_ev": 6.52, "energy_ev": -21024.9067, "e_above_lowest_kj_mol": 93.7}